1.
A molecular structure, C25H43N4PPdSi2 at a distorted geometry. Source: OMol25; level of theory: ωB97M-V with the def2-TZVPD basis set.

Multiplicity = 1
HOMO (alpha / beta) = -7.5 / -7.5 eV
Frontier orbital gap (alpha / beta) = 5.61 / 5.86 eV
Energy = -2245.6425 a.u.
ΔE to the lowest compared entry with this formula, charge and spin = 44.6 kcal per mole

Last column: Löwdin charge in e.
Atoms and positions in Å:
1 Pd -0.254 -0.191 0.120  0.58
2 C -1.389 -4.071 0.513  -0.16
3 Si -2.497 -2.519 0.648  0.53
4 C -4.081 -3.047 1.578  -0.17
5 C -3.004 -1.782 -1.046  -0.17
6 C -1.570 -1.149 1.556  -0.36
7 C -0.496 -1.569 2.440  -0.41
8 C -0.690 -2.128 3.703  -0.02
9 C 0.413 -2.510 4.436  -0.05
10 C 1.679 -2.364 3.880  -0.05
11 C 1.786 -1.794 2.625  -0.12
12 N 0.732 -1.384 1.936  0.07
13 Si -2.140 0.639 1.739  0.48
14 C -0.802 1.611 2.723  -0.16
15 C -3.655 0.624 2.915  -0.16
16 C -2.821 1.508 0.151  -0.17
17 H -1.813 -4.802 -0.168  0.03
18 H -1.281 -4.556 1.478  0.03
19 H -0.394 -3.829 0.153  0.00
20 H -4.614 -3.792 0.998  0.03
21 H -4.754 -2.214 1.742  0.01
22 H -3.847 -3.485 2.541  0.02
23 H -3.224 -2.557 -1.773  0.04
24 H -2.197 -1.164 -1.452  -0.02
25 H -3.889 -1.163 -0.950  0.02
26 H -1.695 -2.236 4.076  0.12
27 H 0.295 -2.924 5.426  0.11
28 H 2.563 -2.669 4.417  0.10
29 H 2.753 -1.655 2.158  0.11
30 H -0.645 1.133 3.683  0.04
31 H -1.129 2.628 2.910  0.04
32 H 0.158 1.648 2.207  -0.02
33 H -3.397 0.209 3.881  0.03
34 H -4.468 0.033 2.510  0.01
35 H -4.024 1.628 3.077  0.03
36 H -2.182 1.392 -0.729  0.00
37 H -2.965 2.569 0.331  0.03
38 H -3.791 1.085 -0.082  0.03
39 N 0.313 -1.862 -1.144  0.10
40 C 0.711 -2.295 -2.148  -0.20
41 C 1.113 -2.893 -3.308  -0.30
42 C 1.973 -3.988 -3.237  -0.26
43 N 2.680 -4.891 -3.134  0.12
44 C 0.601 -2.431 -4.519  -0.26
45 N 0.191 -2.002 -5.505  0.13
46 C 2.237 4.135 -1.198  -0.10
47 C 0.960 3.317 -1.042  -0.51
48 C 0.198 3.759 0.206  -0.13
49 P 1.112 1.443 -1.058  1.04
50 C 2.786 0.896 -0.407  -0.53
51 C 4.070 1.256 -1.145  -0.10
52 C 2.872 1.271 1.072  -0.13
53 C 1.186 1.040 -2.884  -0.53
54 C 1.913 2.000 -3.818  -0.10
55 C -0.254 0.857 -3.360  -0.14
56 H 1.964 5.182 -1.320  0.09
57 H 2.811 3.834 -2.068  0.05
58 H 2.872 4.061 -0.319  0.07
59 H 0.319 3.518 -1.910  0.10
60 H 0.821 3.679 1.094  0.07
61 H -0.685 3.143 0.349  0.03
62 H -0.120 4.796 0.105  0.09
63 H 2.671 -0.200 -0.458  0.09
64 H 4.278 2.320 -1.124  0.06
65 H 4.046 0.915 -2.175  0.07
66 H 4.897 0.745 -0.652  0.08
67 H 2.890 2.348 1.217  0.07
68 H 3.775 0.859 1.515  0.08
69 H 2.010 0.857 1.600  0.02
70 H 1.696 0.070 -2.924  0.09
71 H 1.427 2.970 -3.858  0.07
72 H 1.892 1.581 -4.823  0.09
73 H 2.952 2.136 -3.540  0.05
74 H -0.771 1.815 -3.406  0.08
75 H -0.799 0.202 -2.676  0.02
76 H -0.278 0.405 -4.348  0.06



2.
A molecular structure, C15H49BBaO20P5 at a distorted geometry. Source: OMol25; level of theory: ωB97M-V with the def2-TZVPD basis set.

Multiplicity = 1
HOMO = -11.2 eV
Frontier orbital gap = 8.93 eV
Energy = -3863.1806 a.u.
Total charge = +1

Last column: Löwdin charge in e.
Atoms and positions in Å:
1 Ba 5.714 19.546 -25.429  1.91
2 B 3.273 19.590 -24.078  -0.56
3 H 4.258 19.509 -23.515  -0.14
4 H 2.539 20.077 -23.326  -0.03
5 H 3.371 20.314 -24.951  -0.12
6 H 2.944 18.556 -24.437  -0.03
7 C 10.430 18.818 -27.888  -0.08
8 O 9.437 18.042 -28.563  -0.20
9 P 8.403 17.155 -27.734  0.42
10 O 7.549 17.868 -26.780  -0.35
11 O 7.672 16.250 -28.826  -0.18
12 C 7.253 14.936 -28.431  -0.07
13 O 9.350 16.102 -26.938  -0.26
14 C 10.319 15.298 -27.578  -0.11
15 H 11.378 18.393 -28.224  0.10
16 H 10.334 18.772 -26.805  0.07
17 H 10.519 19.861 -28.193  0.09
18 H 7.272 14.759 -27.353  0.08
19 H 7.810 14.188 -28.984  0.10
20 H 6.183 14.831 -28.606  0.08
21 H 10.253 15.226 -28.667  0.10
22 H 10.263 14.238 -27.305  0.10
23 H 11.299 15.644 -27.252  0.09
24 C 3.757 13.245 -24.571  -0.08
25 O 4.018 14.572 -25.014  -0.22
26 P 5.257 15.442 -24.500  0.40
27 O 5.217 16.806 -25.042  -0.34
28 O 5.199 15.273 -22.921  -0.21
29 C 4.216 16.086 -22.233  -0.05
30 O 6.529 14.531 -24.858  -0.21
31 C 7.805 14.697 -24.229  -0.06
32 H 2.829 13.307 -23.996  0.10
33 H 4.519 12.801 -23.933  0.09
34 H 3.562 12.637 -25.454  0.09
35 H 4.428 17.116 -22.538  0.07
36 H 4.384 16.012 -21.163  0.08
37 H 3.201 15.805 -22.511  0.10
38 H 8.642 14.735 -24.926  0.07
39 H 7.965 13.836 -23.582  0.10
40 H 7.787 15.660 -23.716  0.06
41 C 8.757 23.263 -24.115  -0.08
42 O 7.793 23.637 -23.117  -0.21
43 P 6.372 22.896 -23.130  0.42
44 O 6.322 21.478 -23.542  -0.38
45 O 5.970 23.074 -21.588  -0.22
46 C 4.800 22.392 -21.091  -0.05
47 O 5.455 23.866 -24.010  -0.21
48 C 5.606 25.288 -23.886  -0.07
49 H 9.612 22.839 -23.591  0.08
50 H 9.082 24.189 -24.589  0.09
51 H 8.431 22.582 -24.899  0.08
52 H 4.827 22.430 -20.004  0.09
53 H 4.922 21.351 -21.399  0.07
54 H 3.890 22.863 -21.456  0.10
55 H 4.882 25.869 -24.455  0.09
56 H 6.611 25.526 -24.227  0.08
57 H 5.415 25.583 -22.852  0.10
58 C 6.474 18.455 -20.410  -0.07
59 O 7.762 18.086 -20.887  -0.19
60 P 8.158 18.350 -22.395  0.41
61 O 7.101 18.070 -23.405  -0.34
62 O 9.518 17.554 -22.566  -0.18
63 C 10.187 17.668 -23.812  -0.09
64 O 8.573 19.902 -22.430  -0.24
65 C 9.542 20.479 -21.543  -0.07
66 H 6.595 19.048 -19.502  0.10
67 H 5.853 17.596 -20.170  0.08
68 H 5.950 19.110 -21.111  0.08
69 H 9.561 18.111 -24.597  0.07
70 H 10.424 16.666 -24.165  0.09
71 H 11.070 18.309 -23.814  0.10
72 H 10.496 20.638 -22.037  0.09
73 H 9.667 19.863 -20.652  0.09
74 H 9.098 21.415 -21.205  0.09
75 C 3.465 16.002 -27.893  -0.08
76 O 2.752 17.029 -28.584  -0.16
77 P 3.120 18.549 -28.412  0.43
78 O 4.263 18.853 -27.501  -0.44
79 O 1.762 19.258 -28.005  -0.17
80 C 1.788 20.623 -27.602  -0.09
81 O 3.358 18.996 -29.926  -0.18
82 C 4.055 20.189 -30.217  -0.12
83 H 4.290 16.351 -27.271  0.05
84 H 3.840 15.203 -28.527  0.09
85 H 2.730 15.583 -27.204  0.10
86 H 1.945 21.341 -28.404  0.09
87 H 2.412 20.816 -26.728  0.06
88 H 0.793 20.839 -27.208  0.10
89 H 4.256 20.762 -29.308  0.07
90 H 3.524 20.821 -30.930  0.10
91 H 5.045 20.102 -30.677  0.09



3.
A molecular structure, C24H43N7SW. Source: OMol25; level of theory: ωB97M-V with the def2-TZVPD basis set.

Multiplicity = 3
HOMO (alpha / beta) = -20.1 / -20.1 eV
Frontier orbital gap (alpha / beta) = 6.45 / 5.88 eV
Energy = -1787.5199 a.u.
Total charge = +4

Last column: Löwdin charge in e.
Atoms and positions in Å:
1 W -0.372 -0.209 0.617  1.51
2 C -2.966 3.221 1.650  0.04
3 C -1.881 2.266 1.317  -0.21
4 N -2.044 1.025 0.962  -0.10
5 C -3.335 0.453 0.531  -0.13
6 C -3.081 -0.011 -0.896  -0.12
7 N -1.834 -0.854 -0.923  -0.16
8 C -2.129 -2.285 -0.574  -0.15
9 C -0.827 -3.046 -0.593  -0.13
10 N 0.128 -2.391 0.372  -0.21
11 C 1.560 -2.519 -0.068  -0.13
12 C 1.855 -1.462 -1.114  -0.13
13 N 1.397 -0.163 -0.565  -0.07
14 C 2.136 0.909 -0.588  -0.19
15 C 3.462 1.041 -1.238  0.05
16 C 1.522 2.057 0.123  -0.16
17 C 2.066 3.318 0.306  0.09
18 C 1.320 4.277 0.989  0.07
19 C 0.026 3.985 1.415  0.09
20 C -0.476 2.714 1.185  -0.17
21 N 0.295 1.769 0.601  -0.03
22 H -3.848 2.724 2.046  0.11
23 H -3.254 3.783 0.754  0.14
24 H -2.622 3.953 2.381  0.11
25 H -4.133 1.192 0.552  0.14
26 H -3.615 -0.366 1.197  0.13
27 H -2.910 0.851 -1.541  0.15
28 H -3.922 -0.578 -1.297  0.15
29 H -1.482 -0.845 -1.882  0.15
30 H -2.868 -2.705 -1.259  0.16
31 H -2.571 -2.296 0.427  0.13
32 H -0.378 -3.023 -1.588  0.14
33 H -0.966 -4.093 -0.324  0.16
34 H 0.045 -2.891 1.258  0.10
35 H 1.745 -3.524 -0.450  0.16
36 H 2.187 -2.371 0.813  0.13
37 H 1.321 -1.638 -2.051  0.14
38 H 2.919 -1.448 -1.335  0.14
39 H 3.587 0.362 -2.077  0.11
40 H 4.252 0.837 -0.505  0.14
41 H 3.612 2.057 -1.601  0.11
42 H 3.047 3.564 -0.077  0.15
43 H 1.731 5.266 1.150  0.15
44 H -0.582 4.750 1.880  0.15
45 C -1.707 2.106 8.550  -0.09
46 C -2.530 0.870 8.202  -0.23
47 C -2.039 0.160 6.936  -0.19
48 C -2.211 1.045 5.706  -0.15
49 N -1.706 0.405 4.459  0.04
50 C -0.418 0.287 4.186  -0.63
51 S 0.059 -0.803 2.838  0.75
52 N 0.520 0.841 4.906  0.08
53 C 1.996 0.763 4.777  -0.16
54 C 2.585 0.012 5.964  -0.17
55 C 2.244 -1.475 5.991  -0.24
56 C 2.904 -2.272 4.872  -0.10
57 H -1.916 2.438 9.565  0.09
58 H -1.915 2.951 7.890  0.07
59 H -0.634 1.886 8.511  0.08
60 H -3.583 1.137 8.081  0.12
61 H -2.490 0.154 9.023  0.12
62 H -2.582 -0.774 6.778  0.13
63 H -0.985 -0.109 7.071  0.11
64 H -1.703 2.007 5.803  0.12
65 H -3.263 1.269 5.530  0.14
66 H -2.323 -0.248 3.999  0.14
67 H 0.207 1.283 5.767  0.15
68 H 2.354 1.792 4.735  0.13
69 H 2.223 0.281 3.827  0.08
70 H 2.255 0.505 6.883  0.13
71 H 3.668 0.151 5.933  0.14
72 H 1.155 -1.615 5.981  0.10
73 H 2.575 -1.879 6.948  0.13
74 H 2.603 -1.931 3.875  0.02
75 H 2.651 -3.329 4.945  0.09
76 H 3.990 -2.193 4.931  0.09